C29H59O22Tl | ωB97M-V/def2-TZVPD

Values from the calculation:
- Relative energy (zero: lowest compared OMol25 entry of this formula, charge and spin): 2.10 kJ/mol
- LUMO: -12.3987 eV
- Frontier orbital gap: 0.052 hartree
- Electronic energy: -80742.386 eV

```
! wB97M-V def2-TZVPD RIJCOSX def2/J DEFGRID3
* xyz 2 1
H -7.291 1.303 -4.028
H -1.064 4.232 3.216
O 1.858 -6.480 -1.511
H 4.659 4.323 2.955
C 0.764 -7.911 1.455
C -5.887 4.641 1.409
O 0.406 -6.181 7.693
O 4.320 1.569 -6.224
C -3.369 0.541 1.385
C -3.948 -0.800 1.752
O 0.435 -5.552 -0.061
H 4.441 -1.565 -5.141
H 1.752 9.079 2.498
H 1.524 -0.802 0.623
O 2.502 2.809 -5.727
H 5.800 -0.476 -5.072
C -0.024 3.979 3.423
H 1.152 -6.767 -4.000
H 4.606 2.551 0.413
C 4.856 -0.660 -5.584
C 3.594 2.612 -6.298
H -9.125 -0.606 -3.854
C 0.024 3.269 4.779
H -5.182 5.450 1.600
H -0.324 -7.966 1.451
H 1.216 -4.385 5.594
H 2.495 -0.479 -0.688
H 3.257 3.489 0.947
H -3.124 -1.513 1.701
H 5.129 -0.770 -6.633
C 5.284 7.020 -2.174
C 1.626 8.150 1.942
C 4.018 0.523 -5.307
C -1.287 -9.838 6.761
O 4.966 4.596 0.375
H -0.441 -3.665 5.616
H -7.346 1.145 -2.280
H -2.767 -1.489 -4.029
H 0.280 -8.865 7.758
C 3.601 4.672 -7.666
O 1.268 -7.714 0.125
H 4.488 2.508 2.755
H 0.649 -5.193 -2.594
C 0.747 6.073 2.485
H 2.367 -4.543 -2.271
H -1.341 -8.286 8.244
C -7.419 0.589 -3.214
H -4.641 -0.989 0.933
C 1.446 -0.426 -0.397
H 0.839 8.326 1.209
H 2.969 0.279 -5.474
O 0.731 5.183 3.584
O -6.580 -0.571 -3.344
C 4.346 3.459 0.959
O 0.375 5.821 1.401
O 4.137 3.379 -7.333
H 4.948 7.991 -1.809
H -4.348 -0.876 2.764
H -1.192 -10.663 7.467
C 1.916 -6.009 -3.824
H 1.138 -8.855 1.851
C 1.191 -6.464 -0.428
O -5.489 3.346 1.854
H 0.416 3.298 2.694
O 1.440 7.132 2.809
H 5.939 3.338 2.218
O -4.675 0.623 -3.128
H 2.475 8.077 1.262
H 0.915 -1.263 -0.849
H -0.346 2.259 4.604
H 4.442 6.625 -2.742
H -6.783 4.784 2.012
H -3.121 0.633 0.328
H 0.975 -7.090 2.141
H 1.997 -5.372 -4.705
C -4.416 2.757 1.352
Tl -0.883 4.251 -2.733
C -3.387 -1.968 -3.271
O -4.309 1.510 1.867
H -3.126 -1.655 -2.260
H -9.227 -0.174 -2.247
H -2.432 0.606 1.937
H -3.290 -3.044 -3.418
H 3.927 5.077 -8.624
C 4.529 5.242 -0.769
C 0.193 -4.461 5.224
O -0.847 -7.633 6.470
H -0.872 -10.243 5.839
C -0.724 -8.621 7.410
H 2.882 -6.510 -3.759
H 1.029 3.350 5.191
C -5.323 -0.440 -3.192
O -0.504 -5.676 5.557
H -0.592 3.774 5.524
C 1.713 -5.392 -2.469
H -6.213 4.658 0.369
C -0.267 -6.422 6.699
O 3.513 4.971 -1.453
C 4.862 3.445 2.341
O -3.600 3.203 0.464
O 0.784 0.758 -0.715
H -9.500 1.103 -3.449
H 4.180 0.941 -4.313
O 5.494 6.068 -1.083
H 3.924 5.489 -7.019
C -8.890 0.234 -3.201
H -2.367 -9.703 6.697
H 0.291 -4.214 4.167
O -4.786 -1.673 -3.366
H 6.115 7.086 -2.876
H 2.519 4.712 -7.549
*
```